# 1
DFT (wB97M-V/def2-TZVPD) results for C10H10BrClLuO4 as an isolated structure.

Properties
**Multiplicity**: 1
**Frontier orbital gap**: 4.3 eV
**Relative energy (zero: lowest compared OMol25 entry of this formula, charge and spin)**: 2.0 kcal/mol
**E**: -4957.56115 a.u.
**Charge**: -1

Positions of all 27 atoms, in Å:
C: -1.869 -0.814 0.304
C: -1.772 -1.322 1.626
C: -1.832 -0.210 2.531
H: -1.862 -2.350 1.971
C: -2.094 0.977 1.764
C: -2.084 0.609 0.389
H: -2.302 1.279 -0.432
H: -1.905 -1.410 -0.609
H: -1.993 -0.294 3.590
H: -2.492 1.871 2.214
Lu: 0.187 0.150 1.146
Br: 1.867 -1.225 -0.174
C: 2.591 0.679 -3.087
C: 1.526 1.480 -3.601
C: 0.537 0.602 -4.146
H: 1.484 2.569 -3.602
C: 0.994 -0.743 -3.974
C: 2.264 -0.698 -3.314
H: 2.864 -1.555 -3.024
H: 3.494 1.044 -2.604
H: -0.393 0.906 -4.629
H: 0.477 -1.644 -4.296
O: -0.485 1.133 4.565
Cl: 0.432 0.016 4.461
O: 1.569 0.158 5.306
O: -0.198 -1.271 4.619
O: 0.995 0.066 3.007



# 2
DFT (wB97M-V/def2-TZVPD) results for C10H10BrIY as an isolated structure.

Properties
**Multiplicity**: 1
**Frontier orbital gap**: 7.4 eV
**E**: -3297.33017 a.u.
**Charge**: -1

Positions of all 23 atoms, in Å:
C: 1.970 0.628 1.038
C: 1.333 1.891 0.902
C: 0.241 1.929 1.810
H: 1.649 2.700 0.239
C: 0.179 0.673 2.486
C: 1.253 -0.135 2.006
H: 1.516 -1.131 2.368
H: 2.893 0.319 0.533
H: -0.412 2.779 2.001
H: -0.540 0.381 3.251
Y: -0.469 0.293 0.078
Br: -1.214 2.233 -1.464
C: -0.711 -1.796 -1.882
C: -0.044 -2.451 -0.786
C: 1.295 -1.951 -0.718
H: -0.489 -3.201 -0.124
C: 1.464 -0.962 -1.753
C: 0.210 -0.857 -2.468
H: 0.012 -0.189 -3.299
H: -1.734 -1.974 -2.212
H: 2.064 -2.291 -0.031
H: 2.369 -0.420 -1.979
I: -2.773 -0.878 1.287



# 3
DFT (wB97M-V/def2-TZVPD) results for C10H10BrNO3Zn as an isolated structure.

Properties
**Multiplicity**: 1
**Frontier orbital gap**: 5.3 eV
**E**: -5020.65423 a.u.
**Charge**: -2

Positions of all 26 atoms, in Å:
C: -1.926 -0.838 -0.806
C: -1.721 -1.336 0.503
C: -1.777 -0.240 1.401
H: -1.546 -2.365 0.771
C: -1.973 0.932 0.646
C: -2.046 0.568 -0.722
H: -2.160 1.245 -1.552
H: -1.936 -1.422 -1.710
H: -1.636 -0.291 2.467
H: -2.008 1.937 1.033
Zn: 0.000 0.000 0.000
Br: 1.142 -0.832 -1.760
C: 2.771 0.676 -4.909
C: 1.681 1.459 -5.338
C: 0.698 0.591 -5.855
H: 1.610 2.540 -5.281
C: 1.181 -0.728 -5.745
C: 2.462 -0.676 -5.161
H: 3.099 -1.527 -4.943
H: 3.687 1.048 -4.463
H: -0.262 0.886 -6.265
H: 0.658 -1.627 -6.056
O: 0.293 -0.996 3.959
N: 0.000 0.000 3.370
O: -0.057 1.036 3.959
O: 0.000 0.000 2.000



# 4
DFT (wB97M-V/def2-TZVPD) results for C10H10ClCrI as an isolated structure.

Properties
**Multiplicity**: 5
**Frontier orbital gap (alpha / beta)**: 4.4 / 4.4 eV
**Relative energy (zero: lowest compared OMol25 entry of this formula, charge and spin)**: 11.1 kcal/mol
**E**: -2189.41666 a.u.
**Charge**: -2

Positions of all 23 atoms, in Å:
C: 0.848 -1.667 2.048
C: 0.849 -2.296 0.764
C: -0.469 -2.204 0.225
H: 1.705 -2.743 0.259
C: -1.287 -1.517 1.169
C: -0.466 -1.147 2.278
H: -0.793 -0.560 3.139
H: 1.695 -1.614 2.730
H: -0.790 -2.587 -0.746
H: -2.346 -1.289 1.067
Cr: 0.456 1.219 0.151
Cl: -1.095 1.838 1.788
C: 0.029 2.553 -1.573
C: -1.188 1.820 -1.454
C: -0.872 0.428 -1.475
H: -2.180 2.240 -1.366
C: 0.537 0.289 -1.763
C: 1.089 1.620 -1.846
H: 2.122 1.880 -2.062
H: 0.149 3.632 -1.541
H: -1.604 -0.385 -1.442
H: 1.089 -0.641 -1.929
I: 2.523 1.127 1.579



# 5
DFT (wB97M-V/def2-TZVPD) results for an isolated ion of composition C10H10ClN2OS and charge +1.

Properties
**Multiplicity**: 1
**Frontier orbital gap**: 8.2 eV
**Relative energy (zero: lowest compared OMol25 entry of this formula, charge and spin)**: 0.0 kcal/mol
**E**: -1429.88407 a.u.
**SMILES**: O=C1N[C@H](S)[NH2+]C(c2ccccc2)=C1Cl
**Charge**: +1

Positions of all 25 atoms, in Å:
C: -3.688 -0.196 -0.405
C: -3.082 -0.026 -1.659
C: -2.881 0.008 0.750
C: -1.674 0.199 -1.762
C: -1.530 0.148 0.638
C: -0.876 0.187 -0.636
C: 0.548 0.313 -0.853
C: 1.259 1.191 -1.661
C: 2.702 1.202 -1.791
C: 2.702 0.170 0.437
N: 3.414 0.629 -0.708
N: 1.421 -0.561 -0.026
O: 3.273 1.745 -2.708
S: 3.792 -0.818 1.456
Cl: 0.470 2.271 -2.741
H: -4.734 -0.304 -0.338
H: -3.685 -0.310 -2.456
H: -3.432 0.073 1.680
H: -1.244 0.224 -2.750
H: -1.091 0.559 1.508
H: 2.395 1.076 1.021
H: 4.378 0.635 -0.678
H: 1.020 -1.056 0.805
H: 1.743 -1.395 -0.462
H: 4.438 0.087 2.030



# 6
DFT (wB97M-V/def2-TZVPD) results for an isolated ion of composition C10H10F3N2 and charge +1.

Properties
**Multiplicity**: 1
**Frontier orbital gap**: 9.1 eV
**Relative energy (zero: lowest compared OMol25 entry of this formula, charge and spin)**: 124.8 kcal/mol
**E**: -795.69608 a.u.
**SMILES**: [H]/N=C1\C[C@](C)(F)[N+](F)(F)c2ccccc21
**Charge**: +1

Positions of all 25 atoms, in Å:
C: -3.553 0.419 -0.115
C: -3.139 1.683 -0.436
C: -2.646 -0.654 -0.007
C: -1.817 1.946 -0.586
C: -1.250 -0.373 -0.180
C: -0.811 0.973 -0.313
C: -0.297 -1.535 -0.082
C: 1.082 -1.207 -0.636
C: 1.568 0.070 0.060
C: 3.019 0.548 0.012
N: -0.808 -2.577 0.381
N: 0.556 1.238 -0.364
F: 1.004 1.500 -1.619
F: 0.922 2.348 0.235
F: 1.195 -0.091 1.310
H: -4.625 0.168 -0.047
H: -3.933 2.518 -0.668
H: -2.980 -1.621 0.100
H: -1.443 3.018 -0.620
H: 1.784 -2.108 -0.373
H: 1.034 -0.940 -1.618
H: 3.578 0.035 0.964
H: 2.977 1.575 0.227
H: 3.464 0.197 -0.824
H: -0.145 -3.360 0.332